[1]
Molecular formula: C19H35BI2O7S2
Method: DFT, wB97M-V/def2-TZVPD

Atoms and positions in Å:
C -1.334 2.102 5.741
C -0.227 2.264 4.643
C -0.385 1.160 3.561
C 0.661 1.191 2.388
C 1.643 2.388 2.499
C -0.018 1.057 0.966
C -0.627 -0.385 1.024
C -1.194 -0.943 -0.304
O -0.523 -1.301 -1.225
C 1.002 1.197 -0.198
B 2.246 0.168 -0.225
O 2.167 -1.202 -0.117
O 3.533 0.724 -0.312
C 3.722 1.459 -1.528
O 0.263 1.452 -1.429
C -0.835 2.176 -1.026
O -1.600 2.702 -1.739
C -0.918 2.271 0.554
C -2.327 2.447 1.089
I -3.855 0.935 0.957
C -2.715 3.587 1.656
C -4.153 3.794 2.191
I -1.433 5.280 1.864
H -1.034 2.606 6.679
H -1.444 1.028 5.990
H -2.268 2.540 5.348
H -0.206 3.294 4.256
H 0.726 2.053 5.172
H -0.258 0.193 4.091
H -1.441 1.177 3.227
H 1.283 0.275 2.488
H 2.435 2.380 1.724
H 2.191 2.382 3.460
H 1.112 3.356 2.423
H 0.154 -1.102 1.346
H -1.435 -0.492 1.772
H -2.295 -1.081 -0.437
H 1.529 2.174 -0.083
H 2.594 -1.560 -0.925
H 3.944 2.515 -1.266
H 4.583 1.084 -2.105
H 2.827 1.462 -2.179
H -0.229 3.121 0.738
H -4.870 3.644 1.362
H -4.258 4.822 2.572
H -4.342 3.061 2.997
C -2.093 -4.804 -3.397
S -3.191 -3.998 -2.220
O -3.951 -5.066 -1.517
C -4.293 -3.282 -3.452
H -1.337 -5.353 -2.837
H -2.660 -5.496 -4.019
H -1.607 -4.049 -4.016
H -4.721 -4.073 -4.070
H -3.737 -2.577 -4.071
H -5.091 -2.756 -2.931
C 4.028 -2.578 -4.918
S 3.236 -2.659 -3.306
O 3.783 -1.535 -2.483
C 4.058 -4.166 -2.765
H 3.684 -1.676 -5.422
H 5.111 -2.537 -4.797
H 3.745 -3.452 -5.504
H 5.139 -4.024 -2.782
H 3.774 -4.988 -3.422
H 3.735 -4.385 -1.749

As for the orbital gap: 8.621 eV. The value obtained for the lowest unoccupied orbital energy is -0.0071 Eh. Its HOMO energy is -8.81 eV. As for the net charge: 0. The value obtained for the electronic energy is -73150.1698 eV.



[2]
Molecular formula: C19H35BrN5
Method: DFT, wB97M-V/def2-TZVPD

Atoms and positions in Å:
C -5.413 3.744 3.139
C -5.998 2.561 3.034
C -6.459 1.785 4.246
C -5.323 0.921 4.708
N -5.232 -0.307 4.195
N -4.209 -1.041 4.558
C -3.338 -0.509 5.414
C -2.152 -1.347 5.784
C -1.088 -1.340 4.674
C -0.533 0.059 4.419
Br 0.141 0.259 2.610
N -3.447 0.708 5.951
N -4.467 1.443 5.587
H -5.488 4.326 4.050
H -4.835 4.139 2.313
H -6.144 2.102 2.061
H -6.758 2.462 5.046
H -7.309 1.143 4.011
H -2.513 -2.372 5.883
H -1.739 -1.021 6.738
H -0.268 -2.007 4.943
H -1.547 -1.725 3.761
H 0.316 0.254 5.073
H -1.264 0.843 4.598
C -0.137 -2.010 -1.069
C -0.150 -0.861 -2.071
C 0.727 -1.098 -3.303
C 2.204 -1.385 -3.061
N 3.197 -0.222 -2.923
C 2.716 1.145 -3.338
C 2.080 1.803 -2.116
C 2.584 1.005 -0.899
C 3.561 -0.022 -1.458
C 4.460 -0.582 -3.687
C 4.416 -0.404 -5.199
C 3.532 -1.352 -6.011
H 0.860 -2.196 -0.664
H -0.781 -1.772 -0.224
H -0.500 -2.936 -1.516
H 0.130 0.060 -1.561
H -1.173 -0.704 -2.416
H 0.588 -0.294 -4.027
H 0.344 -1.990 -3.807
H 2.569 -1.977 -3.891
H 2.341 -2.010 -2.183
H 3.607 1.698 -3.630
H 2.066 1.067 -4.202
H 0.995 1.801 -2.178
H 2.379 2.848 -2.063
H 1.765 0.521 -0.370
H 3.083 1.642 -0.172
H 3.527 -0.980 -0.948
H 4.581 0.351 -1.426
H 4.705 -1.608 -3.410
H 5.241 0.067 -3.293
H 5.449 -0.537 -5.528
H 4.164 0.627 -5.451
H 3.717 -2.396 -5.750
H 3.753 -1.237 -7.070
H 2.469 -1.143 -5.885

As for the orbital gap: 8.649 eV. The value obtained for the lowest unoccupied orbital energy is -0.0813 Eh. Its HOMO energy is -10.86 eV. As for the net charge: +1. The value obtained for the electronic energy is -97755.2323 eV.



[3]
Molecular formula: C19H35Cl2N3O6
Method: DFT, wB97M-V/def2-TZVPD

Atoms and positions in Å:
C -6.637 -1.417 2.290
C -6.992 -1.416 0.674
C -5.606 -1.740 -0.204
C -5.910 -2.661 -1.548
N -5.021 -3.919 -1.614
C -3.594 -3.377 -1.674
C -2.606 -3.490 -0.527
Cl -3.057 -4.377 1.080
C -1.107 -2.789 -0.763
O -0.044 -3.299 -0.118
C -0.940 -1.504 -1.820
C 0.249 -0.369 -1.665
O 0.278 0.302 -0.351
O 1.102 -0.383 0.402
C -1.915 -1.443 -2.958
Cl -1.920 -0.154 -4.303
C -3.056 -2.618 -3.047
O -3.524 -2.990 -4.267
H -7.155 -0.523 2.845
H -7.004 -2.412 2.818
H -5.473 -1.352 2.513
H -7.407 -0.354 0.402
H -7.727 -2.299 0.453
H -4.877 -2.258 0.562
H -5.127 -0.703 -0.473
H -7.064 -2.929 -1.566
H -5.712 -1.977 -2.479
H -5.266 -4.349 -2.544
H 0.247 0.426 -2.553
H 1.279 -0.953 -1.758
H 2.008 0.053 0.433
C 1.708 5.952 -0.673
C 0.727 5.508 -1.756
C 0.527 3.976 -1.818
O 1.605 3.266 -2.435
C 2.711 3.024 -1.579
N 1.170 6.047 -3.050
H 2.751 5.779 -0.952
H 1.606 7.026 -0.485
H 1.516 5.429 0.270
H -0.244 5.956 -1.512
H -0.351 3.778 -2.445
H 0.302 3.558 -0.830
H 2.404 2.846 -0.544
H 3.414 3.856 -1.633
H 3.232 2.132 -1.942
H 0.460 5.833 -3.752
H 1.978 5.494 -3.349
C 4.606 0.076 3.766
C 4.087 -0.677 2.544
C 4.205 -2.214 2.669
O 5.529 -2.720 2.479
C 6.361 -2.625 3.625
N 4.779 -0.178 1.347
H 5.698 0.116 3.806
H 4.252 1.113 3.753
H 4.247 -0.384 4.694
H 3.020 -0.437 2.448
H 3.602 -2.662 1.869
H 3.783 -2.576 3.613
H 5.804 -2.768 4.555
H 6.880 -1.666 3.632
H 7.123 -3.408 3.556
H 4.360 -0.611 0.523
H 5.729 -0.562 1.364

As for the orbital gap: 7.232 eV. The value obtained for the lowest unoccupied orbital energy is -0.0781 Eh. Its HOMO energy is -9.36 eV. As for the net charge: 0. The value obtained for the electronic energy is -62057.2016 eV.